A structure of composition C36H73NO27S in a non-equilibrium geometry, computed with the ωB97M-V functional and the def2-TZVPD basis.

Each line ends with the Löwdin charge.
CARTESIAN COORDINATES (ANGSTROEM)
C 0.32608 -1.37427 5.92337  -0.100
C 0.58861 -1.68491 4.39714  -0.203
C 1.22849 -0.42177 3.74283  -0.076
C 2.73127 -0.60201 3.28759  -0.418
O 3.17886 -1.90591 3.08785  0.059
O 2.63783 -0.13970 1.87295  -0.169
S 3.63199 1.14731 1.56940  0.746
O 4.20640 0.90160 0.22898  -0.269
O 2.92878 2.43789 1.59228  -0.257
O 4.65635 0.80335 2.81338  -0.147
C 3.71755 0.44530 3.86509  -0.238
C 4.57940 0.23507 5.13445  -0.047
C 4.62334 -1.16165 5.79432  -0.353
O 3.38112 -1.64606 6.24105  -0.034
C 5.42493 -2.24056 4.97252  -0.195
N 4.66056 -3.49746 4.88020  -0.008
H -0.62332 -0.81906 6.02062  0.077
H 1.11375 -0.72906 6.34097  0.060
H 0.31060 -2.31135 6.50131  0.073
H -0.37147 -1.95264 3.93141  0.111
H 1.21987 -2.58845 4.38254  0.080
H 0.63418 -0.19611 2.84081  0.117
H 1.11210 0.47293 4.38058  0.123
H 2.47224 -2.33918 2.60586  0.124
H 3.06497 1.30673 4.10652  0.149
H 4.25549 0.95669 5.90519  0.129
H 5.62331 0.51471 4.89799  0.137
H 5.21347 -1.03297 6.72116  0.142
H 2.88002 -1.98754 5.49508  0.045
H 5.64816 -1.86143 3.95899  0.114
H 6.39407 -2.48405 5.44643  0.110
H 4.97840 -4.03964 4.09270  0.072
H 4.69473 -4.00490 5.75034  0.074
C -4.09463 0.85743 -0.95876  -0.058
C -4.42257 1.68687 0.26698  -0.207
O -3.42789 1.53279 1.28729  0.042
C -2.28235 2.17685 1.06603  -0.606
O -2.02057 2.86459 0.11865  0.121
O -1.45125 1.90738 2.07296  0.012
C -0.15217 2.47671 1.88817  -0.046
H -3.94411 -0.18809 -0.68236  0.084
H -4.89943 0.91869 -1.69216  0.077
H -3.17346 1.19760 -1.43196  0.073
H -5.36110 1.34014 0.69905  0.114
H -4.55200 2.74141 0.01722  0.126
H -0.21521 3.54938 1.71062  0.101
H 0.35844 1.98503 1.06140  0.097
H 0.41672 2.30799 2.79884  0.077
C -2.46684 -7.42202 2.16383  -0.064
C -2.71884 -6.59571 3.40946  -0.208
O -1.69982 -6.80150 4.39847  0.031
C -0.53401 -6.20565 4.15512  -0.614
O -0.27033 -5.51650 3.20823  0.122
O 0.30252 -6.52086 5.14682  0.008
C 1.62550 -6.02158 4.95756  -0.041
H -2.35324 -8.47626 2.42343  0.083
H -3.29258 -7.31619 1.46018  0.081
H -1.54865 -7.11423 1.66339  0.073
H -3.65572 -6.90824 3.87011  0.121
H -2.81078 -5.53354 3.17650  0.126
H 1.61949 -4.94624 4.78367  0.076
H 2.10589 -6.53874 4.12669  0.102
H 2.18755 -6.22351 5.86651  0.095
C -8.70865 -5.67425 7.21750  -0.067
C -7.78990 -4.47286 7.11509  -0.213
O -6.60205 -4.64439 7.89738  0.039
C -5.69392 -5.47086 7.37986  -0.614
O -5.77801 -6.05461 6.33411  0.121
O -4.67301 -5.54556 8.23514  0.010
C -3.66500 -6.47734 7.84332  -0.034
H -8.93360 -5.89285 8.26307  0.082
H -9.64151 -5.49061 6.68400  0.080
H -8.24290 -6.56516 6.79657  0.073
H -8.29356 -3.59461 7.51778  0.122
H -7.53115 -4.25115 6.07826  0.124
H -3.30883 -6.27159 6.83463  0.084
H -4.05007 -7.49496 7.91042  0.101
H -2.83201 -6.37291 8.53445  0.095
C -0.63950 5.47423 -1.45868  -0.063
C -1.50217 5.06508 -2.63383  -0.207
O -1.00284 5.59951 -3.86895  0.038
C 0.07775 4.99054 -4.35506  -0.615
O 0.64294 4.04983 -3.87092  0.126
O 0.43547 5.62090 -5.47795  0.005
C 1.64282 5.12493 -6.05414  -0.047
H -0.53163 6.56078 -1.42242  0.082
H -1.07577 5.12791 -0.52306  0.058
H 0.36402 5.05655 -1.54291  0.076
H -2.50526 5.47209 -2.50884  0.123
H -1.59940 3.98052 -2.70123  0.120
H 1.58807 4.04922 -6.21813  0.095
H 2.49189 5.36851 -5.41488  0.097
H 1.77245 5.62001 -7.01421  0.091
C 4.97341 3.59266 -2.24348  -0.051
C 5.88787 2.83189 -3.18064  -0.199
O 5.98917 3.47542 -4.46051  0.030
C 6.75168 4.56610 -4.49632  -0.610
O 7.36392 5.04006 -3.58054  0.132
O 6.70053 5.05610 -5.73912  -0.027
C 7.39816 6.28926 -5.90179  -0.038
H 3.99633 3.74740 -2.70633  0.081
H 4.83751 3.04667 -1.31467  0.062
H 5.37434 4.57980 -2.01143  0.076
H 5.47179 1.84287 -3.36908  0.124
H 6.87970 2.68776 -2.74892  0.125
H 8.43081 6.20487 -5.56624  0.097
H 6.88595 7.08441 -5.35969  0.100
H 7.39316 6.52815 -6.96338  0.091
C -10.12139 -0.75368 -5.21718  -0.066
C -8.63036 -0.80706 -4.94935  -0.211
O -8.26397 -0.00102 -3.82238  0.037
C -8.56710 -0.51563 -2.63183  -0.615
O -9.09351 -1.57341 -2.42676  0.129
O -8.19480 0.36475 -1.69874  -0.001
C -8.55341 -0.01978 -0.37224  -0.043
H -10.45106 0.28109 -5.32793  0.082
H -10.36803 -1.30447 -6.12502  0.080
H -10.68719 -1.18396 -4.39100  0.073
H -8.09255 -0.39623 -5.80312  0.122
H -8.28272 -1.83206 -4.81005  0.125
H -8.17770 -1.01400 -0.13384  0.097
H -9.63624 0.01652 -0.25336  0.100
H -8.10240 0.69466 0.31306  0.086
C 5.29716 3.81006 -8.05021  -0.067
C 4.40287 3.35750 -9.18760  -0.203
O 4.85858 3.85257 -10.45466  0.040
C 5.92532 3.23439 -10.95810  -0.615
O 6.51267 2.31227 -10.46493  0.128
O 6.23769 3.83077 -12.11215  0.004
C 7.42573 3.32385 -12.71701  -0.046
H 5.39766 4.89640 -8.05355  0.078
H 4.88971 3.49477 -7.09023  0.075
H 6.30063 3.39676 -8.14661  0.081
H 3.40142 3.76452 -9.04690  0.117
H 4.30916 2.27047 -9.21844  0.126
H 7.37208 2.24367 -12.84556  0.095
H 8.29566 3.59216 -12.11734  0.098
H 7.51650 3.78924 -13.69583  0.092

Output
* E: -3899.95840 Eh
* Kohn-Sham gap: 9.8704 eV


A cluster of 10 separate species, C36H75Cl6NO12 in total in a non-equilibrium geometry, computed with the ωB97M-V functional and the def2-TZVPD basis.

Each line ends with the Löwdin charge.
CARTESIAN COORDINATES (ANGSTROEM)
C 0.41791 0.66058 -4.85015  -0.103
C 1.48413 1.34403 -5.67157  -0.236
N 2.10860 0.25420 -6.49437  -0.183
C 3.17465 -0.43506 -5.77975  -0.281
C 3.40632 -1.81168 -6.30509  -0.088
C 2.54542 0.79518 -7.79383  -0.216
C 3.73839 1.86326 -7.72405  -0.078
H 0.00723 1.27463 -4.07852  0.040
H 0.92031 -0.18696 -4.41258  0.061
H -0.29978 0.16751 -5.50729  0.071
H 1.04638 2.13448 -6.26419  0.103
H 2.26648 1.81969 -5.03834  0.113
H 4.13701 0.11055 -5.85607  0.112
H 3.01018 -0.40296 -4.69588  0.088
H 3.45582 -1.73473 -7.37239  0.048
H 4.26914 -2.30479 -5.91250  0.063
H 2.57864 -2.55623 -6.25795  0.088
H 1.64463 1.29371 -8.15784  0.101
H 2.85401 -0.03142 -8.47820  0.106
H 4.73824 1.43245 -7.57390  0.060
H 3.49485 2.58610 -6.95035  0.053
H 3.78345 2.43668 -8.65299  0.060
O -1.92232 2.93366 -2.49911  0.088
C -1.46843 3.17371 -3.58413  -0.550
O -0.23033 3.75238 -3.80068  -0.041
C 0.46598 3.98288 -2.54537  -0.256
C 0.05454 5.23069 -1.91514  -0.070
C -2.14275 3.00227 -4.93156  0.020
H 1.53703 4.06770 -2.81329  0.115
H 0.26898 3.10179 -1.88250  0.126
H 0.38331 6.07311 -2.54434  0.098
H 0.42693 5.27193 -0.92088  0.074
H -1.04011 5.18875 -1.86245  0.087
H -2.40440 4.06507 -5.21069  0.111
H -3.12124 2.47382 -4.84289  0.092
H -1.40313 2.51288 -5.56254  0.066
O 2.81465 0.02943 -2.40733  0.075
C 3.74251 0.11990 -1.64387  -0.536
O 4.48156 1.21361 -1.45502  0.004
C 3.89313 2.43374 -1.95031  -0.221
C 3.38265 3.20869 -0.80435  -0.086
C 4.28845 -1.05489 -0.86833  0.023
H 3.20220 2.17388 -2.71059  0.083
H 4.75942 3.01955 -2.35218  0.144
H 2.50351 2.78377 -0.27201  0.073
H 3.12747 4.25247 -1.13889  0.096
H 4.21777 3.30843 -0.09942  0.074
H 4.95510 -1.68991 -1.50968  0.103
H 3.47544 -1.77573 -0.59801  0.080
H 4.81479 -0.70880 0.04233  0.092
O -2.74453 -2.09337 5.21431  0.027
C -3.21647 -2.94785 5.92282  -0.531
O -2.83593 -4.23156 6.03161  0.007
C -1.69203 -4.62865 5.20138  -0.189
C -0.41814 -4.39778 5.92612  -0.063
C -4.29058 -2.54470 6.92246  -0.001
H -1.74907 -3.99262 4.32458  0.082
H -1.88862 -5.65875 4.95203  0.127
H -0.39179 -4.92772 6.86525  0.074
H -0.20845 -3.31971 6.14173  0.077
H 0.46078 -4.76125 5.32809  0.101
H -4.41988 -1.48928 6.89371  0.067
H -4.13093 -2.86747 7.91119  0.056
H -5.23385 -2.97289 6.54701  0.098
O -2.30047 0.63582 1.79323  0.082
C -3.33392 0.71049 2.43957  -0.543
O -4.48733 1.11688 1.91681  0.017
C -4.43182 1.27551 0.46102  -0.185
C -4.51116 -0.05542 -0.23879  -0.063
C -3.39315 0.46042 3.88648  0.028
H -3.50518 1.79627 0.11603  0.126
H -5.24486 1.96890 0.25880  0.119
H -5.35851 -0.66462 0.07572  0.086
H -3.65378 -0.63290 0.06083  0.037
H -4.48457 0.03285 -1.35750  0.081
H -3.92802 -0.47227 4.03943  0.083
H -3.91770 1.15251 4.50420  0.092
H -2.36477 0.32406 4.16107  0.064
O 0.02870 -4.50301 1.91141  0.054
C -0.19242 -4.12832 0.78155  -0.516
O -1.49595 -3.97310 0.35314  -0.033
C -2.48871 -3.94135 1.46063  -0.176
C -2.52830 -2.59442 2.17828  -0.043
C 0.86790 -3.75006 -0.17590  0.024
H -2.13254 -4.71674 2.16323  0.106
H -3.46149 -4.14615 1.01777  0.080
H -2.76494 -1.83500 1.48330  0.042
H -1.52646 -2.47414 2.58431  0.068
H -3.28832 -2.73776 2.93077  0.078
H 1.81569 -4.20888 0.22844  0.115
H 0.89351 -2.65921 -0.12116  0.069
H 0.80003 -3.92453 -1.26148  0.099
O 1.00518 1.33015 0.90005  0.050
C 0.47576 0.26708 0.58274  -0.535
O 0.58492 -0.84445 1.29548  -0.029
C 1.60981 -0.94355 2.35493  -0.165
C 1.23260 -2.03009 3.33827  -0.070
C -0.35818 0.22865 -0.67726  0.031
H 1.66075 0.05248 2.88567  0.110
H 2.55821 -1.20622 1.84957  0.119
H 1.04867 -2.96976 2.83393  0.044
H 0.31202 -1.80242 3.89623  0.072
H 1.98048 -2.16017 4.10016  0.079
H -0.96796 -0.66018 -0.87182  0.077
H 0.31186 0.52655 -1.45469  0.060
H -1.00775 1.10899 -0.58454  0.080
Cl 4.89167 5.82971 1.94880  0.536
C 3.86591 4.59928 2.72448  -0.692
C 3.12746 5.08841 3.92640  -0.601
Cl 4.28344 5.55731 5.29914  0.457
H 4.47266 3.73231 2.99135  0.076
H 3.14689 4.29097 1.94478  0.064
H 2.51428 4.24673 4.36816  0.081
H 2.47743 5.98399 3.80770  0.078
Cl -2.69062 -0.75272 -3.80270  0.613
C -3.95566 -1.89327 -3.28854  -0.666
C -3.44993 -2.79774 -2.21780  -0.642
Cl -4.78773 -3.76141 -1.46453  0.564
H -4.23864 -2.40689 -4.18267  0.061
H -4.80860 -1.28520 -3.01953  0.050
H -2.83921 -2.32198 -1.47184  0.030
H -2.72663 -3.53433 -2.61226  0.085
Cl 0.50431 1.26316 5.50190  0.562
C 0.21450 0.11815 6.87628  -0.611
C -1.31426 -0.01857 6.92334  -0.597
Cl -1.68624 -1.09673 8.36652  0.572
H 0.67079 0.50291 7.77696  0.066
H 0.61690 -0.85675 6.67801  0.047
H -1.69928 -0.42565 6.01948  0.007
H -1.73255 0.96504 7.13540  0.071

Output
* E: -5135.50132 Eh
* SMILES string: CCN(CC)CC.CCOC(C)=O.CCOC(C)=O.CCOC(C)=O.CCOC(C)=O.CCOC(C)=O.CCOC(C)=O.ClCCCl.ClCCCl.ClCCCl
* Kohn-Sham gap: 8.7544 eV


A cluster of 3 separate species, C36H76F2N2O5PS in total in a non-equilibrium geometry, computed with the ωB97M-V functional and the def2-TZVPD basis.

Each line ends with the Löwdin charge.
CARTESIAN COORDINATES (ANGSTROEM)
C 5.67636 4.53139 -2.02518  -0.123
O 5.71270 5.98618 -2.31598  -0.253
C 4.36619 6.56270 -2.07169  -0.227
C 3.37882 6.48057 -3.41290  -0.163
C 2.00884 7.41271 -3.19149  -0.213
C 0.96448 6.78218 -2.09508  -0.226
C 0.06086 5.52715 -2.63904  -0.217
C -1.08071 5.00368 -1.53464  -0.200
C -0.38997 4.54467 -0.12087  -0.205
C 0.60800 3.24758 -0.46782  -0.206
C 1.22537 2.54055 0.87272  -0.193
C 0.29176 1.44138 1.61991  -0.105
C -0.06172 0.07091 0.72707  -0.239
C -1.72955 0.17835 0.58272  -0.229
C -2.25708 1.46107 -0.26928  -0.040
F -2.36987 -1.06766 0.12412  -0.091
C 0.14009 -1.21667 1.72643  -0.101
N 0.79241 -2.43644 1.12002  -0.242
P -0.35986 -3.60763 0.37727  0.853
O -0.76553 -3.26803 -1.10921  -0.402
C 1.99967 -2.12328 0.26509  -0.563
S 3.40812 -1.80262 1.51915  0.854
C 2.52802 -3.35214 -0.68009  -0.204
C 3.98072 -3.11665 -1.39791  -0.177
C 3.70334 -3.01438 -3.04445  -0.180
C 4.72047 -1.88114 -3.73636  -0.153
C 3.94722 -0.51387 -4.20608  -0.190
O 4.47093 0.09741 -5.44201  -0.099
C 5.77545 0.74424 -5.23462  -0.287
C 6.82115 0.76969 -6.53016  -0.012
O 6.19780 1.35742 -4.12636  -0.040
C 1.89566 -0.78540 -0.65496  -0.224
O 3.15701 -0.01572 -0.43231  -0.138
N 0.63924 0.01236 -0.58737  -0.032
F -0.11964 -0.40040 -1.62530  0.008
H 6.28327 3.95646 -2.85771  0.096
H 4.56442 4.10613 -2.05419  0.086
H 6.09988 4.28256 -0.94340  0.104
H 3.81590 5.97949 -1.19340  0.109
H 4.51956 7.67759 -1.69379  0.138
H 4.02931 6.84184 -4.32341  0.122
H 2.99333 5.38287 -3.54533  0.096
H 1.52207 7.67273 -4.23606  0.115
H 2.42589 8.45052 -2.77408  0.114
H 1.62777 6.41601 -1.17545  0.096
H 0.24990 7.67963 -1.76611  0.128
H 0.80620 4.65410 -2.95149  0.100
H -0.43683 5.88423 -3.65434  0.121
H -1.59008 4.06374 -2.06537  0.108
H -1.86854 5.86651 -1.44268  0.114
H 0.32565 5.40837 0.25529  0.108
H -1.13546 4.32739 0.75392  0.098
H 0.12921 2.51406 -1.24797  0.093
H 1.53562 3.74500 -1.03263  0.110
H 1.36882 3.43176 1.65767  0.134
H 2.31944 2.20118 0.61244  0.107
H -0.70022 2.00935 1.96594  0.128
H 0.84220 1.18096 2.64318  0.125
H -2.09684 0.34495 1.70710  0.157
H -2.13464 2.42728 0.37877  0.081
H -1.81522 1.53539 -1.35488  0.095
H -3.43325 1.31611 -0.41460  0.103
H -0.90849 -1.59259 2.15816  0.134
H 0.78022 -0.97704 2.70533  0.136
H 1.18603 -2.97533 1.95274  0.132
H 0.29306 -4.90254 0.42411  0.053
H -1.48243 -3.69192 1.30101  0.057
H 2.95557 -0.96979 2.55646  -0.083
H 1.77545 -3.64755 -1.55878  0.131
H 2.65673 -4.29541 0.03981  0.125
H 4.52989 -2.12412 -1.11708  0.094
H 4.65696 -4.07883 -1.26648  0.139
H 2.61214 -2.62133 -3.28941  0.100
H 3.82826 -4.04160 -3.59239  0.123
H 5.18413 -2.35775 -4.71944  0.134
H 5.60231 -1.68161 -2.99370  0.118
H 2.80507 -0.77631 -4.43364  0.144
H 3.91171 0.33711 -3.38965  0.123
H 6.73993 1.83881 -7.03801  0.107
H 6.42185 -0.04949 -7.27160  0.091
H 7.92697 0.61334 -6.17833  0.101
H 1.99157 -1.16059 -1.78662  0.172
H 3.74674 -0.06781 -1.25128  0.106
C -5.28749 -0.19555 1.60350  -0.120
C -6.34378 -0.19704 0.50831  -0.265
C -7.14413 1.10498 0.43495  -0.227
C -7.96508 1.44562 1.68437  -0.228
C -8.98406 0.38587 2.10954  -0.275
C -10.06499 0.13525 1.07025  -0.114
H -5.73534 -0.10680 2.59653  0.071
H -4.71946 -1.13179 1.57804  0.064
H -4.58287 0.63010 1.46451  0.050
H -7.01456 -1.05206 0.64647  0.103
H -5.84428 -0.35119 -0.45517  0.104
H -7.80855 1.05977 -0.43568  0.104
H -6.45267 1.93555 0.24104  0.106
H -8.49147 2.39142 1.50324  0.112
H -7.28674 1.63699 2.52443  0.100
H -9.46604 0.72197 3.03638  0.107
H -8.48069 -0.55593 2.35191  0.098
H -10.60679 1.05847 0.83903  0.078
H -10.78858 -0.59534 1.44666  0.073
H -9.64606 -0.26150 0.14004  0.067
C -0.40822 -8.50051 5.56797  -0.107
C -1.29871 -7.70257 4.62698  -0.268
C -0.51928 -6.76392 3.70359  -0.236
C 0.28528 -5.66471 4.40749  -0.228
C -0.52584 -4.73490 5.31287  -0.261
C -1.58254 -3.93567 4.56725  -0.110
H 0.13800 -7.85006 6.25581  0.068
H -1.01627 -9.18432 6.17007  0.078
H 0.31556 -9.09886 5.00615  0.079
H -2.03782 -7.14120 5.20893  0.102
H -1.86623 -8.40593 4.00669  0.110
H -1.22030 -6.30546 2.99658  0.089
H 0.17303 -7.36014 3.09467  0.111
H 0.78939 -5.06246 3.64093  0.084
H 1.08499 -6.12294 5.00158  0.109
H 0.16541 -4.03115 5.79371  0.109
H -0.99633 -5.30170 6.12312  0.109
H -1.12891 -3.33189 3.77414  0.030
H -2.09783 -3.25708 5.25500  0.081
H -2.33756 -4.58734 4.11615  0.075

Output
* energy relative to the best compared isomer or geometry (same formula, charge and spin): 285.50 kcal/mol
* E: -2841.47613 Eh
* charge: +1
* Kohn-Sham gap: 8.1790 eV


Question: Which of these has the lowest Kohn-Sham gap?
Answer: C36H76F2N2O5PS


Question: Which of these has the highest E?
Answer: C36H76F2N2O5PS


Question: Among the records above, which one has the lowest Kohn-Sham gap?
Answer: C36H76F2N2O5PS


Question: Among the records above, which one has the highest E?
Answer: C36H76F2N2O5PS